227
Properties=species:S:1:pos:R:3:forces:R:3:lowdin_charge:R:1 method="wB97M-V/def2-TZVPD" total_energy_ha=-4092.2984 total_charge=+4
C -3.115691 -2.001784 1.930828 -0.6 -0.5 -0.1 -0.057
C -4.556881 -1.559206 1.598300 1.0 0.7 -0.9 -0.182
N -5.552445 -1.574249 2.705156 -2.4 0.0 0.6 -0.197
C -6.975775 -1.271947 2.113029 0.7 -0.1 -1.0 0.046
C -5.578100 -3.022719 3.363070 -0.3 0.1 -1.0 -0.094
C -5.787716 -4.196358 2.332548 1.0 1.3 0.1 -0.033
C -5.287130 -0.490734 3.818213 1.9 -0.5 -0.1 -0.043
C -4.788418 0.912823 3.428126 -0.6 -1.2 -0.6 -0.216
O -5.705850 1.422760 2.513296 -0.2 0.0 0.3 -0.198
C -5.751828 2.826264 2.452350 -0.3 0.5 -0.7 -0.069
H -3.033311 -3.043930 2.239445 -0.4 -0.1 0.6 0.061
H -2.658333 -1.330131 2.657343 0.1 0.0 -0.1 0.078
H -2.494714 -2.030320 1.035464 -0.2 0.9 -0.2 0.044
H -4.982451 -2.046630 0.721137 -0.1 -0.9 0.4 0.122
H -4.503642 -0.552683 1.183370 0.0 0.4 0.6 0.110
H -6.826973 -0.628164 1.246131 0.1 0.5 0.5 0.083
H -7.693607 -0.833588 2.806327 0.6 0.0 0.3 0.118
H -7.443320 -2.133324 1.636036 0.4 -0.4 0.6 0.091
H -6.437599 -3.030258 4.033373 0.4 0.3 0.3 0.134
H -4.601461 -3.058611 3.845756 -0.4 -0.3 0.3 0.106
H -4.861811 -4.380164 1.787555 0.0 0.3 -0.3 0.059
H -6.569187 -3.893951 1.635441 0.0 -0.5 0.0 0.070
H -5.980557 -5.180953 2.758563 -0.5 0.4 0.6 0.098
H -4.405462 -0.863821 4.339323 -0.2 -0.5 0.4 0.118
H -6.101912 -0.390523 4.535286 -0.3 -0.5 -0.5 0.147
H -3.773388 0.920489 3.030961 0.2 -0.2 -0.4 0.107
H -4.698840 1.447435 4.373788 -0.5 0.3 0.2 0.141
H -6.441817 3.033828 1.634458 0.1 0.3 0.1 0.097
H -4.771072 3.232420 2.204856 0.1 0.1 0.0 0.076
H -6.142501 3.299459 3.353211 0.1 -0.2 0.2 0.107
C 6.502557 1.735287 2.661939 -0.3 0.5 1.2 -0.063
C 6.704857 1.133027 1.342093 0.4 -1.2 -1.6 -0.166
N 5.960562 -0.216207 1.091760 1.3 -1.0 -0.5 -0.208
C 6.795409 -1.389823 1.830433 -2.1 1.1 -1.0 0.079
C 4.503185 -0.270112 1.526246 0.4 2.0 0.3 -0.148
C 3.626316 0.934063 0.965727 0.2 -1.6 -0.6 -0.039
C 5.972180 -0.581096 -0.431184 2.0 0.7 0.2 -0.058
C 7.364390 -0.595687 -1.122958 1.3 0.1 -0.1 -0.158
O 7.960307 0.714091 -1.349089 -1.9 -0.6 0.5 -0.208
C 9.356370 0.872587 -1.578587 -0.1 -0.6 -0.1 -0.074
H 7.112266 2.635519 2.739077 0.0 0.1 -0.2 0.110
H 6.828460 1.120649 3.501034 -0.2 -0.2 0.0 0.092
H 5.460965 2.033063 2.782434 0.0 0.1 0.3 0.055
H 7.747759 0.874872 1.158214 0.0 -0.1 0.1 0.130
H 6.487727 1.815433 0.520342 -0.5 -0.2 0.0 0.136
H 6.753564 -1.177738 2.898788 0.3 -0.1 -0.2 0.097
H 7.784565 -1.528492 1.394045 -0.2 0.6 0.2 0.099
H 6.200438 -2.266685 1.575060 0.1 -0.2 0.3 0.094
H 4.499931 -0.192109 2.613442 0.2 0.2 0.2 0.102
H 4.107566 -1.270983 1.353511 0.0 0.2 -0.7 0.115
H 2.688248 0.882042 1.518369 0.1 0.4 0.1 0.045
H 3.328162 0.818509 -0.076323 0.1 -0.6 -0.1 0.047
H 4.067210 1.930619 0.941430 0.3 -0.1 0.8 0.089
H 5.406759 0.146675 -1.013216 -0.5 -0.2 0.4 0.126
H 5.586069 -1.600393 -0.438794 -0.3 0.2 -0.5 0.131
H 7.226019 -1.175086 -2.035782 -0.5 0.6 -0.6 0.133
H 8.095292 -1.268149 -0.673866 0.2 0.2 0.9 0.114
H 9.930555 0.524613 -0.719922 0.1 0.0 0.1 0.087
H 9.548245 1.932510 -1.745449 -0.2 -0.1 0.2 0.098
H 9.684860 0.341739 -2.472113 0.0 -0.1 0.0 0.095
C 3.035059 2.963511 -2.779125 0.4 -0.4 -0.2 -0.043
C 2.016541 3.357054 -3.886028 1.2 -0.4 0.5 -0.143
N 1.894100 2.312121 -4.996670 0.9 1.0 -1.6 -0.196
C 3.276105 2.149189 -5.731565 -1.1 -1.1 1.8 0.056
C 1.396727 0.962109 -4.383070 -2.1 1.2 -1.1 -0.072
C -0.198729 1.048448 -4.049459 1.2 0.3 -0.2 -0.030
C 0.968245 2.996399 -6.151754 -0.2 -1.9 1.5 -0.008
C 0.719863 2.114898 -7.373908 -1.3 -0.7 -0.9 -0.200
O 0.284831 0.790498 -7.023734 0.5 -0.4 -1.0 -0.216
C -0.096376 0.036343 -8.198164 -0.4 0.1 -0.3 -0.075
H 2.825588 2.091340 -2.159821 -0.7 0.0 -0.1 0.042
H 3.232891 3.787765 -2.093873 -0.4 0.3 -0.2 0.078
H 4.020967 2.717190 -3.173371 0.0 0.2 -0.4 0.076
H 2.447581 4.241071 -4.355941 -0.5 0.1 0.0 0.133
H 1.045407 3.593731 -3.451299 0.1 -0.2 -0.4 0.086
H 3.889612 1.587303 -5.027295 0.2 -0.1 -0.2 0.086
H 3.754373 3.110260 -5.920555 -0.5 0.0 -0.2 0.115
H 3.083943 1.526770 -6.605502 0.2 0.3 0.0 0.102
H 2.030876 0.737950 -3.525352 -0.3 0.3 -0.1 0.081
H 1.571970 0.205387 -5.147764 -0.1 0.2 0.2 0.104
H -0.530992 1.896294 -3.450407 0.7 0.2 0.4 0.046
H -0.525258 0.160273 -3.508514 0.2 -0.2 0.0 0.048
H -0.849230 1.183448 -4.913591 0.6 -0.6 -0.5 0.065
H 1.403506 3.949441 -6.452344 0.1 -0.1 0.4 0.147
H 0.076740 3.130514 -5.539114 -0.2 0.5 -0.7 0.104
H 1.377336 2.125017 -8.243230 1.8 -0.4 0.8 0.127
H -0.061631 2.494661 -8.032037 -1.1 1.0 0.9 0.130
H -0.222621 -1.031179 -8.017721 0.2 0.2 0.8 0.086
H 0.578946 0.083107 -9.052471 0.7 0.4 0.3 0.093
H -1.047071 0.360624 -8.621405 -0.3 0.4 0.3 0.090
C -1.012504 1.764780 4.149523 -0.9 1.3 -0.3 -0.070
C -0.355535 2.924779 4.928990 0.6 -0.2 -0.8 -0.106
N 0.457742 3.942007 3.998119 1.1 -0.6 1.4 -0.207
C 0.991931 5.007752 4.973712 0.5 -0.9 0.0 0.028
C 1.712630 3.282018 3.306201 -0.1 -0.6 0.3 -0.109
C 2.604494 2.376064 4.192021 0.4 0.6 -0.4 -0.046
C -0.503170 4.531762 3.013877 -0.4 2.1 -0.8 -0.075
C 0.034234 5.847476 2.221047 0.7 -2.0 1.0 -0.129
O 1.122998 5.386891 1.472589 1.4 1.0 0.8 -0.211
C 0.884831 4.824738 0.213331 -2.0 -0.3 0.1 -0.068
H -1.835404 2.212719 3.592482 0.3 0.1 -0.6 0.053
H -1.630187 1.093437 4.746057 0.8 -0.2 0.7 0.082
H -0.402361 1.234863 3.418086 0.1 0.1 0.3 0.047
H 0.319070 2.590868 5.717352 0.3 0.1 -0.3 0.115
H -1.098066 3.549180 5.425851 -0.1 0.0 -0.2 0.125
H 0.216552 5.427023 5.614892 -0.3 0.1 -0.6 0.118
H 1.598763 5.745846 4.449236 -0.5 0.0 -0.1 0.111
H 1.670722 4.512163 5.667791 0.0 -0.2 -0.1 0.098
H 2.330245 4.083762 2.901400 -0.3 0.2 0.3 0.127
H 1.408433 2.744123 2.408301 -0.7 0.0 0.2 0.107
H 3.234821 2.998434 4.827186 -0.4 -0.2 0.6 0.088
H 3.369041 1.914904 3.566794 -0.1 0.2 -0.6 0.040
H 2.190849 1.501907 4.694865 -0.5 0.5 0.3 0.064
H -1.341165 4.848349 3.634875 -0.3 -0.2 -0.2 0.133
H -0.775756 3.755639 2.298721 -0.1 0.0 0.1 0.094
H 0.400728 6.577735 2.942503 0.2 -0.1 0.1 0.114
H -0.675235 6.442064 1.645518 -0.6 -0.7 -0.2 0.134
H 0.098683 5.412334 -0.260810 0.7 0.5 -0.9 0.087
H 0.323653 3.898016 0.333208 0.4 -0.7 0.1 0.051
H 1.812044 4.647429 -0.331593 -0.3 0.5 0.0 0.102
C -2.750570 4.595619 0.283825 -0.2 -0.6 -1.2 -0.066
C -3.857341 4.065693 -0.771399 1.7 0.6 1.7 -0.149
C -3.840320 2.502370 -0.741805 1.4 0.3 -1.9 -0.114
N -4.659749 1.826845 -1.854292 0.8 1.4 -1.3 -0.218
C -4.131446 0.358729 -2.116002 -2.9 0.3 1.3 -0.054
C -5.235555 -0.378141 -2.950911 1.0 0.3 0.2 -0.150
C -6.673333 -0.143769 -2.479417 -0.3 -0.2 -1.2 -0.186
C -7.076540 1.303459 -2.390189 0.6 0.6 1.0 -0.151
C -6.091091 2.004758 -1.438750 -0.6 -1.0 -1.3 -0.115
C -4.363701 2.600498 -3.212148 -0.3 -0.9 1.2 0.076
H -3.117095 4.654392 1.308666 -0.2 0.2 -0.1 0.057
H -2.347610 5.544329 -0.070694 -0.5 0.3 0.1 0.077
H -1.849409 3.982787 0.305182 -0.3 -0.5 -0.2 0.036
H -3.630889 4.590093 -1.699739 0.5 -0.9 -0.3 0.097
H -4.760740 4.613734 -0.503777 -0.6 -0.9 0.4 0.105
H -3.878443 2.052384 0.250244 -1.3 0.0 0.1 0.115
H -2.901661 2.029416 -1.030496 1.0 1.2 0.1 0.106
H -4.122223 -0.017865 -1.093166 0.2 -0.4 0.1 0.106
H -3.104033 0.319206 -2.477871 -0.3 0.6 -0.3 0.116
H -5.102695 -1.460010 -2.954208 0.5 0.0 0.2 0.103
H -5.076187 -0.099587 -3.992591 -0.4 0.1 -0.1 0.114
H -6.878348 -0.684276 -1.555339 0.1 0.1 0.2 0.108
H -7.304306 -0.587949 -3.249264 -0.1 -0.3 0.1 0.128
H -8.071875 1.437884 -1.966701 -0.1 -0.2 0.1 0.130
H -7.125113 1.807017 -3.355682 0.2 -0.1 -0.1 0.127
H -6.131325 1.533975 -0.456484 -0.3 0.3 0.2 0.119
H -6.306242 3.073310 -1.442689 0.3 -0.1 0.5 0.138
H -3.278123 2.682743 -3.265556 -0.1 0.0 -0.1 0.106
H -4.804889 3.596828 -3.240188 -0.1 -0.2 0.3 0.112
H -4.787461 1.984341 -4.005174 0.2 0.2 0.1 0.094
C 2.852268 -6.209604 6.459686 0.4 -1.7 0.3 -0.092
C 1.767237 -5.257224 6.069250 -0.1 0.6 -0.3 -0.238
C 1.879815 -4.950376 4.573103 -0.2 0.1 0.6 -0.134
N 0.992892 -3.798810 4.080846 -0.6 -0.1 0.8 -0.196
C 1.330748 -2.506013 4.916019 1.0 -1.2 -0.3 -0.089
C 0.667786 -1.307112 4.354527 0.3 1.0 -0.4 -0.173
C 1.134363 -1.119233 2.911081 -0.6 -0.5 0.3 -0.164
C 0.675830 -2.329495 2.121197 0.2 0.8 -1.0 -0.182
C 1.232847 -3.651438 2.553555 0.1 0.9 1.3 -0.078
C -0.514572 -4.160745 4.264577 1.5 -0.3 0.2 0.055
H 3.035815 -6.244796 7.533546 -0.1 0.3 0.0 0.095
H 3.809082 -6.042709 5.964951 0.0 0.2 0.0 0.087
H 2.558624 -7.233579 6.228721 0.1 -0.1 -0.2 0.091
H 1.907144 -4.403176 6.731919 -0.3 0.4 -0.4 0.108
H 0.781370 -5.688674 6.242489 0.0 0.0 0.3 0.118
H 1.641995 -5.857217 4.017073 -0.4 0.1 -0.2 0.142
H 2.915911 -4.753867 4.297454 -0.1 0.6 0.0 0.131
H 2.418183 -2.433130 4.898856 0.2 0.1 -0.5 0.143
H 1.158717 -2.622444 5.986043 -0.7 -0.6 -0.3 0.132
H 0.934769 -0.440997 4.960050 0.0 0.0 0.2 0.111
H -0.411329 -1.414221 4.464695 -0.2 0.2 -0.3 0.115
H 2.219658 -1.051317 2.836070 0.2 0.1 0.4 0.099
H 0.722525 -0.259264 2.382948 -0.1 0.2 0.3 0.098
H 1.068535 -2.088021 1.133481 -0.6 -0.5 -0.5 0.116
H -0.413746 -2.299183 2.125025 0.0 -0.2 -0.4 0.091
H 2.308910 -3.670325 2.380831 0.1 -0.1 0.2 0.136
H 0.784307 -4.497795 2.033382 -0.1 -0.1 0.3 0.135
H -0.495273 -5.184310 3.890366 -0.9 0.1 -0.1 0.112
H -1.183644 -3.463006 3.760986 0.4 -0.2 -0.4 0.073
H -0.813427 -4.154646 5.312787 0.5 -0.1 0.1 0.111
C 2.648649 -6.416589 -4.130254 0.9 -0.4 0.5 -0.078
C 1.738138 -5.765763 -3.097607 0.7 0.4 0.2 -0.251
C 0.917717 -4.661895 -3.711726 -1.1 -0.1 0.4 -0.107
N -0.047766 -3.946553 -2.700946 0.4 -1.1 1.6 -0.178
C -1.121806 -3.227261 -3.530440 1.3 0.4 1.2 -0.088
C -2.128951 -2.475600 -2.663473 -0.7 -1.4 -0.3 -0.155
C -2.795796 -3.368596 -1.578152 0.7 0.6 -0.8 -0.162
C -1.813263 -4.246013 -0.834991 0.8 -0.2 0.7 -0.184
C -0.745787 -4.960561 -1.678655 0.2 0.8 -1.2 -0.065
C 0.817212 -2.957984 -1.796809 -1.4 0.2 -1.6 0.068
H 3.240410 -7.179620 -3.624585 -0.1 -0.1 0.2 0.083
H 3.417105 -5.698930 -4.417561 -0.3 0.1 -0.5 0.089
H 2.215966 -6.950782 -4.976135 -0.4 0.5 0.0 0.090
H 2.416707 -5.352496 -2.351383 0.0 0.0 0.3 0.107
H 1.104009 -6.497507 -2.597082 -0.1 -0.1 -0.2 0.105
H 0.345818 -5.180124 -4.481454 -0.7 0.4 0.1 0.135
H 1.445202 -3.855679 -4.221504 0.4 0.0 0.3 0.139
H -1.554182 -3.982078 -4.187249 -0.2 0.0 0.2 0.142
H -0.545021 -2.527782 -4.135545 -0.1 0.0 -0.2 0.131
H -2.911350 -2.236695 -3.383806 -0.1 0.5 0.1 0.109
H -1.763577 -1.579982 -2.161020 0.4 0.0 -0.3 0.078
H -3.524046 -4.073275 -1.979635 -0.3 0.4 -0.3 0.126
H -3.267145 -2.623896 -0.936775 -0.3 -0.5 0.4 0.083
H -2.415140 -4.969031 -0.284455 0.3 -0.5 -0.1 0.120
H -1.235758 -3.756669 -0.050696 -0.3 0.6 0.1 0.080
H -1.138583 -5.811091 -2.235787 0.0 0.2 -0.3 0.137
H 0.050572 -5.340092 -1.038443 0.0 0.1 -0.1 0.117
H 0.276079 -2.678055 -0.892976 -0.2 -0.2 -0.2 0.061
H 0.861854 -2.065317 -2.420710 0.5 0.1 0.2 0.092
H 1.817030 -3.326159 -1.566778 -0.2 -0.3 -0.4 0.100
C 0.355770 1.412058 -0.711800 0.0 -0.9 -0.6 -0.004
C -0.711868 0.776761 0.192013 -0.9 0.1 -0.6 -0.748
O -1.121966 -0.368524 -0.116632 0.5 -1.4 -0.8 -0.081
O -1.279410 1.408901 1.091754 0.2 1.6 1.5 -0.060
H 1.286427 1.776075 -0.276523 -0.2 -0.2 0.4 0.048
H -0.001283 2.226972 -1.341505 -0.5 0.2 0.4 0.063
H 0.566093 0.604280 -1.412779 0.6 0.1 0.0 0.055
B 3.829916 -1.300548 -3.023582 -0.6 1.7 -2.1 -1.488
F 2.873963 -1.429873 -4.038183 -0.8 0.1 -1.2 0.100
F 4.927334 -0.564486 -3.447717 0.2 0.9 0.1 0.142
F 3.149192 -0.688036 -1.990334 -0.4 1.0 1.8 0.116
F 4.219597 -2.509664 -2.730544 1.3 -3.9 1.8 0.219
B -0.482626 5.512901 -3.148523 0.1 0.9 -0.3 -1.403
F 0.852827 5.861435 -2.936776 0.4 0.0 0.5 0.122
F -0.643161 5.083494 -4.430521 0.0 -0.6 -2.2 0.147
F -0.819369 4.397963 -2.381881 -0.3 -1.3 1.7 0.095
F -1.336143 6.561510 -2.915173 -0.4 0.4 0.7 0.153